DFT (ωB97M-V/def2-TZVPD) results for a 3-piece molecular cluster, C30H32BrN6O5PS overall.

Summary:
Molar mass ... 699.57 g/mol
HOMO level ... -8.72 eV
Structure (SMILES) ... CCCCCCc1c(P(O)Br)c(-c2ccncc2)c(CN)c2nsnc12.O=[N+]([O-])c1ccccc1.O=[N+]([O-])c1ccccc1
Frontier orbital gap ... 6.89 eV

Each line ends with the Löwdin charge.
CARTESIAN COORDINATES (ANGSTROEM)
C: -0.8142 -1.3433 8.5026  -0.129
C: -0.3368 -1.9047 7.0429  -0.301
C: -1.2427 -1.3227 5.8449  -0.239
C: -2.5429 -2.2079 5.5139  -0.201
C: -3.1147 -1.6613 4.0807  -0.190
C: -2.1358 -2.2618 2.9099  -0.167
C: -1.3172 -1.0981 2.1874  -0.105
C: 0.1989 -1.2185 1.9039  -0.283
P: 1.2736 -2.7434 2.3104  0.646
O: 0.3316 -4.1840 2.1688  -0.394
Br: 1.9618 -2.4718 4.4927  0.285
C: 0.9301 0.0304 1.2172  -0.103
C: 2.5016 -0.1273 1.0038  -0.193
C: 3.4245 0.0931 2.2557  -0.031
C: 4.9435 -0.1087 2.0429  -0.125
N: 5.6204 -0.4876 0.8483  0.007
C: 4.7672 -0.6599 -0.2845  -0.104
C: 3.2167 -0.5241 -0.3438  -0.002
C: 0.1977 1.3283 0.7968  -0.035
C: 0.9042 2.6051 0.1221  -0.232
N: 1.9195 2.2609 -0.9177  -0.024
C: -1.3786 1.4580 1.0389  -0.240
N: -2.1928 2.5918 0.6713  -0.270
S: -3.7454 2.1013 1.1985  0.921
N: -3.4801 0.5518 1.8960  -0.261
C: -2.0618 0.2239 1.7453  -0.186
H: -1.7849 -1.8649 8.7955  0.069
H: -0.9315 -0.2002 8.3966  0.075
H: 0.0628 -1.5524 9.2134  0.071
H: -0.2982 -3.0509 7.0059  0.103
H: 0.7499 -1.5292 6.9300  0.055
H: -1.5492 -0.2521 6.1611  0.116
H: -0.5524 -1.1684 4.9265  0.060
H: -3.3205 -2.0758 6.3403  0.110
H: -2.3322 -3.3247 5.3884  0.110
H: -3.0658 -0.5216 4.1522  0.092
H: -4.1791 -2.0668 3.9599  0.110
H: -1.4715 -3.0292 3.4301  0.089
H: -2.8197 -2.7656 2.1380  0.124
H: -0.4762 -4.0311 1.6285  0.044
H: 2.9711 0.3839 3.2748  0.095
H: 5.6029 0.0236 2.9810  0.106
H: 5.2882 -0.9476 -1.2739  0.096
H: 2.5869 -0.7108 -1.2905  0.091
H: 1.3215 3.3420 0.9121  0.129
H: 0.0640 3.1817 -0.4286  0.107
H: 1.9289 2.9394 -1.6886  0.070
H: 2.8512 2.2025 -0.4604  0.071
O: 5.1651 -0.9500 -3.9391  0.056
N: 4.7059 -1.2879 -5.0219  -0.343
O: 5.3440 -1.8438 -5.9034  0.081
C: 3.2964 -1.0042 -5.2721  -0.145
C: 2.5567 -0.3403 -4.2995  -0.009
C: 1.2233 -0.0496 -4.5399  -0.062
C: 0.6327 -0.4241 -5.7419  -0.061
C: 1.3718 -1.0967 -6.7103  -0.057
C: 2.7125 -1.3900 -6.4787  0.003
H: 3.0035 -0.0427 -3.3571  0.095
H: 0.6395 0.4734 -3.7889  0.101
H: -0.4107 -0.1878 -5.9202  0.085
H: 0.9047 -1.3891 -7.6449  0.112
H: 3.2821 -1.9124 -7.2397  0.120
O: -2.8318 0.2609 -6.3350  0.055
N: -3.1381 1.4314 -6.5051  -0.342
O: -3.4576 1.9189 -7.5790  0.082
C: -3.1075 2.3057 -5.3333  -0.146
C: -2.6978 1.7846 -4.1068  -0.003
C: -2.6386 2.6176 -2.9970  -0.067
C: -2.9935 3.9590 -3.1137  -0.067
C: -3.4126 4.4715 -4.3392  -0.064
C: -3.4697 3.6450 -5.4569  0.000
H: -2.4182 0.7417 -4.0031  0.117
H: -2.3128 2.2244 -2.0391  0.083
H: -2.9411 4.6091 -2.2452  0.108
H: -3.6898 5.5171 -4.4234  0.109
H: -3.7931 4.0566 -6.4068  0.121

Forces on the atoms, in the same order (eV/Å):
C 0.8 -0.4 -1.4
C 0.1 0.8 0.4
C 0.7 -0.1 0.6
C 0.1 1.0 -0.9
C 0.6 -0.9 1.2
C -0.8 1.3 0.2
C 2.6 0.8 -0.9
C -4.2 3.0 0.1
P 0.4 -0.5 -1.5
O -0.1 2.2 0.2
Br -0.8 -0.2 -0.5
C -1.9 1.4 -0.5
C 3.1 -0.1 0.3
C 0.9 -1.0 -3.9
C -1.9 -0.2 -0.6
N -4.9 0.8 0.2
C -2.0 0.2 0.8
C 1.5 0.7 3.9
C -0.2 -2.4 1.1
C -0.9 0.3 -0.3
N 0.2 0.1 1.1
C 1.4 -1.0 0.2
N 0.4 -5.1 2.2
S 2.7 -2.2 0.6
N 3.8 1.0 -1.6
C -1.4 2.3 -0.8
H 1.3 0.9 -0.1
H 0.0 -1.8 0.4
H -1.6 0.2 -0.7
H -0.1 1.6 0.1
H -1.7 -0.6 0.0
H 0.2 -1.7 -0.6
H -1.3 -0.5 1.3
H 1.0 -0.2 -1.1
H 0.0 1.5 0.4
H -0.4 -1.7 -0.4
H 1.5 0.9 -0.1
H -0.6 1.1 -1.1
H 1.1 0.6 1.0
H 0.6 -0.1 0.6
H 0.9 -0.6 -1.9
H -1.1 -0.2 -1.8
H -0.9 0.5 1.9
H 1.3 0.4 1.8
H -0.8 -1.4 -1.0
H 1.2 -1.0 1.1
H 0.1 -0.3 0.8
H -0.9 0.1 -0.8
O -0.1 -0.2 -0.5
N 0.7 -0.2 0.1
O -0.3 0.3 0.5
C -0.9 0.1 -0.3
C 0.1 0.1 0.2
C -0.1 -0.1 -0.2
C 0.0 0.0 0.0
C 0.1 0.1 0.3
C 0.0 0.0 -0.1
H 0.1 -0.1 -0.2
H 0.1 0.0 0.0
H 0.0 -0.1 0.0
H 0.1 0.0 0.1
H 0.1 0.1 0.2
O -0.1 0.3 -0.2
N -0.1 -0.2 -0.5
O 0.2 -0.3 0.6
C 0.0 0.5 0.7
C 0.1 -0.1 0.0
C -0.1 0.2 -0.1
C 0.0 0.0 -0.1
C 0.1 -0.3 0.1
C 0.0 0.1 -0.1
H -0.1 0.1 -0.2
H 0.0 0.0 -0.1
H 0.0 -0.1 -0.1
H 0.0 -0.1 0.0
H 0.1 -0.3 0.1

---

DFT (ωB97M-V/def2-TZVPD) results for a 2-piece molecular cluster, C30H32FN3O8 overall.

Summary:
Molar mass ... 581.60 g/mol
HOMO level ... -6.98 eV
Frontier orbital gap ... 2.79 eV

Each line ends with the Löwdin charge.
CARTESIAN COORDINATES (ANGSTROEM)
O: 2.9368 3.9656 3.8532  0.202
C: 2.3597 3.0207 3.4888  -0.569
F: 2.9942 1.9336 3.0807  0.144
N: 0.9488 2.9344 3.4717  0.171
C: 0.3556 3.3536 2.2162  -0.350
O: -0.5120 4.1642 2.2233  0.183
C: 0.7908 2.7132 0.9328  0.000
C: 0.2060 1.6238 0.4533  -0.022
C: -0.9474 0.9628 1.1235  -0.234
C: -2.1999 1.1738 0.5722  0.019
C: -3.3086 0.6119 1.1762  -0.035
C: -3.0756 -0.1389 2.3204  -0.076
C: -1.7829 -0.3082 2.7621  -0.159
N: -0.6822 0.2166 2.2053  0.140
C: 0.7004 1.0527 -0.8299  -0.259
O: 0.6999 -0.1278 -1.0316  0.128
C: 1.1666 2.0355 -1.8232  -0.021
C: 0.9653 1.8279 -3.1922  -0.037
C: 0.2536 0.5677 -3.7354  -0.710
O: -0.9117 0.7630 -4.1299  -0.032
O: 0.9183 -0.4878 -3.7236  -0.044
C: 1.3920 2.8387 -4.0463  0.007
C: 1.9977 3.9901 -3.5748  -0.015
C: 2.2000 4.2035 -2.2125  -0.170
C: 2.8233 5.4977 -1.7420  -0.126
C: 1.8286 6.4183 -0.9869  -0.146
C: 0.3660 6.1495 -1.3251  -0.238
O: -0.2076 5.1434 -0.5017  -0.059
C: 1.7726 3.2032 -1.3354  -0.039
C: 1.9180 3.3227 0.1449  -0.263
O: 2.8671 3.8076 0.7043  0.147
H: 0.6496 1.9697 3.6239  0.127
H: -2.2972 1.7724 -0.3203  0.140
H: -4.3003 0.7556 0.7816  0.113
H: -3.8912 -0.5866 2.8651  0.101
H: -1.6231 -0.9185 3.6443  0.099
H: 1.2165 2.7110 -5.1043  0.123
H: 2.2955 4.7455 -4.2882  0.113
H: 3.6773 5.2841 -1.1119  0.107
H: 3.1485 6.0419 -2.6254  0.106
H: 2.0243 7.4635 -1.2046  0.106
H: 1.9554 6.2209 0.0749  0.107
H: -0.2030 7.0706 -1.1783  0.114
H: 0.2132 5.8781 -2.3658  0.119
H: -0.6234 5.5389 0.2670  0.079
C: 0.1519 -4.8937 2.2790  -0.012
C: -1.1994 -4.9464 1.5383  -0.443
C: -1.2843 -6.2019 0.6599  -0.109
C: -0.4031 -6.1392 -0.5896  -0.154
C: -0.6862 -4.8832 -1.4168  -0.094
C: -0.5810 -3.5773 -0.6159  -0.426
N: -1.3935 -3.7283 0.6586  0.075
O: -2.5599 -3.5102 0.4709  0.214
C: 0.8960 -3.2463 -0.3095  -0.005
C: -1.0641 -2.4023 -1.4390  -0.017
C: -2.2534 -4.9983 2.6429  -0.021
H: 0.2910 -3.9329 2.7754  0.102
H: 0.1754 -5.6670 3.0432  0.097
H: 1.0103 -5.0760 1.6400  0.068
H: -2.3238 -6.3559 0.3509  0.135
H: -1.0102 -7.0615 1.2703  0.138
H: 0.6514 -6.1802 -0.3102  0.111
H: -0.5890 -7.0217 -1.2034  0.126
H: 0.0072 -4.8172 -2.2529  0.147
H: -1.6903 -4.9607 -1.8472  0.137
H: 0.9766 -2.4669 0.4484  0.097
H: 1.3724 -2.8670 -1.2101  0.108
H: 1.4840 -4.1068 0.0062  0.067
H: -2.0757 -2.5255 -1.8301  0.099
H: -0.4101 -2.2638 -2.3005  0.101
H: -1.0272 -1.4853 -0.8542  0.079
H: -2.2413 -4.0862 3.2411  0.097
H: -2.0371 -5.8350 3.3008  0.100
H: -3.2618 -5.1432 2.2568  0.091

Forces on the atoms, in the same order (eV/Å):
O 0.9 1.1 0.3
C -0.8 0.3 0.1
F 0.1 -0.9 -0.1
N 0.1 -0.8 -0.3
C 0.1 0.1 0.0
O -0.5 0.4 0.1
C 0.3 -0.1 -0.1
C -0.3 0.1 0.5
C 1.1 0.0 -0.1
C -0.5 -0.1 -0.1
C 0.5 -0.1 0.2
C -0.4 0.0 -0.3
C 0.4 -0.4 0.6
N -1.1 0.2 -0.3
C 0.2 0.8 -0.6
O -0.2 -1.1 0.6
C 0.1 0.3 -0.2
C 0.1 -0.3 0.3
C 0.0 -0.3 -0.2
O 0.0 0.2 0.2
O 0.0 0.2 -0.1
C -0.1 -0.1 -0.1
C -0.2 -0.3 0.1
C 0.4 -0.1 0.2
C -0.5 0.2 -0.2
C -0.1 -0.8 -0.2
C -0.4 0.8 0.4
O 0.0 -0.5 -0.2
C 0.0 0.1 -0.2
C -0.3 -0.3 -0.6
O 0.2 0.4 0.4
H 0.1 -0.1 -0.1
H 0.1 0.1 -0.1
H -0.1 0.0 -0.1
H -0.1 -0.1 0.1
H 0.1 0.0 0.1
H 0.0 0.0 -0.1
H 0.1 0.1 0.0
H 0.2 0.1 0.0
H 0.3 -0.1 -0.1
H 0.3 0.1 0.1
H -0.1 0.4 0.2
H 0.0 0.1 0.0
H 0.1 -0.3 -0.1
H 0.0 0.0 0.1
C 0.3 0.2 -0.3
C 1.5 -0.2 2.7
C -0.1 0.1 -1.2
C 0.1 0.2 0.1
C -0.7 -1.0 0.6
C 2.6 2.0 -0.6
N -2.7 -3.4 -2.9
O 0.6 1.4 1.1
C 0.2 -0.4 0.5
C -1.1 0.0 -0.1
C -0.6 0.3 -0.4
H 0.0 0.0 0.0
H -0.2 0.0 0.0
H -0.1 0.1 0.0
H 0.0 0.1 0.1
H 0.0 0.1 0.2
H 0.0 0.0 0.0
H 0.0 0.0 0.0
H 0.1 0.3 0.1
H 0.0 0.1 0.1
H 0.0 0.1 -0.1
H -0.2 0.1 -0.1
H -0.1 0.0 0.0
H 0.0 -0.1 0.1
H 0.1 0.1 0.1
H 0.1 0.0 -0.1
H 0.0 0.0 0.0
H 0.2 0.0 -0.1
H 0.0 0.1 0.0

---

DFT (ωB97M-V/def2-TZVPD) results for C30H32FN3SY as an isolated structure.

Summary:
Molar mass ... 574.58 g/mol
Net charge ... +1
HOMO level ... -10.54 eV
Frontier orbital gap ... 6.84 eV
Energy above the lowest of the compared OMol25 structures with the same formula, charge and spin ... 0.000 eV

Each line ends with the Löwdin charge.
CARTESIAN COORDINATES (ANGSTROEM)
Y: 0.0434 0.3904 -0.7795  1.630
C: 2.1209 -1.7738 2.1304  -0.052
C: 2.0293 -0.2988 2.5298  -0.355
C: 2.6498 0.6223 1.4753  -0.043
C: 0.6597 0.1967 2.9765  -0.145
C: 0.6043 0.9334 4.1566  -0.033
C: -0.5924 1.4361 4.6349  -0.054
C: -1.7602 1.2092 3.9273  -0.024
C: -1.7555 0.4866 2.7400  -0.138
C: -3.0641 0.2949 1.9947  -0.374
C: -4.0908 -0.4540 2.8482  -0.049
C: -3.6267 1.6387 1.5196  -0.046
C: -0.5321 -0.0222 2.2634  -0.199
N: -0.4946 -0.7037 1.0079  -0.139
C: -1.0238 -1.9794 0.9079  -0.281
C: -1.3859 -2.8287 1.9577  -0.010
C: -1.9085 -4.0889 1.7028  -0.062
C: -2.0917 -4.5562 0.4065  -0.074
C: -1.7451 -3.7393 -0.6653  -0.008
C: -1.2321 -2.5131 -0.3554  -0.168
F: -0.8846 -1.6265 -1.4257  -0.078
H: 3.1685 -2.0795 2.1049  0.087
H: 1.6815 -1.9714 1.1535  0.045
H: 1.6048 -2.4063 2.8524  0.089
H: 2.6712 -0.1902 3.4078  0.132
H: 1.9946 0.7584 0.6000  0.008
H: 3.5934 0.2240 1.0987  0.091
H: 2.8211 1.6243 1.8672  0.096
H: 1.5179 1.1045 4.7140  0.117
H: -0.6139 2.0017 5.5569  0.111
H: -2.6960 1.6054 4.3013  0.116
H: -2.8737 -0.3092 1.1066  0.114
H: -4.3638 0.1258 3.7315  0.080
H: -3.7046 -1.4179 3.1812  0.073
H: -4.9996 -0.6319 2.2719  0.085
H: -3.8556 2.2888 2.3657  0.082
H: -4.5485 1.4840 0.9569  0.086
H: -2.9187 2.1606 0.8728  0.060
H: -1.2583 -2.4804 2.9753  0.125
H: -2.1817 -4.7225 2.5361  0.113
H: -2.5028 -5.5381 0.2241  0.109
H: -1.8767 -4.0449 -1.6939  0.126
C: -2.6437 4.0677 -3.1002  -0.079
C: -2.0300 4.4547 -1.9133  -0.087
C: -1.3014 3.5376 -1.1704  -0.164
C: -1.1561 2.2016 -1.5789  -0.322
C: -1.7918 1.8530 -2.7803  -0.191
C: -2.5266 2.7584 -3.5384  -0.094
H: -3.2129 4.7854 -3.6761  0.107
H: -2.1246 5.4757 -1.5649  0.105
H: -0.8482 3.8836 -0.2457  0.087
H: -1.7407 0.8256 -3.1590  0.079
H: -3.0081 2.4409 -4.4545  0.104
N: 5.4896 -0.5252 -5.6964  0.108
C: 5.5618 -0.6843 -4.3685  -0.849
S: 6.9409 -0.9719 -3.5334  0.735
C: 4.2733 -0.5158 -3.6348  -0.219
C: 3.9329 -1.3778 -2.5961  -0.003
C: 2.7647 -1.1600 -1.9045  -0.099
N: 1.9397 -0.1329 -2.1748  -0.076
C: 2.2615 0.6912 -3.1814  -0.099
C: 3.4087 0.5328 -3.9332  0.013
H: 6.3355 -0.6234 -6.2352  0.112
H: 4.6128 -0.4729 -6.1866  0.115
H: 4.5891 -2.1942 -2.3298  0.115
H: 2.4781 -1.8124 -1.0872  0.114
H: 1.5805 1.5140 -3.3754  0.119
H: 3.6367 1.2397 -4.7193  0.129

Forces on the atoms, in the same order (eV/Å):
Y -0.1 0.1 -0.1
C 0.0 0.1 0.0
C 0.0 0.0 0.0
C 0.0 0.0 0.1
C 0.1 0.0 0.0
C 0.0 0.0 0.0
C 0.0 0.0 0.0
C 0.0 0.0 0.0
C 0.0 0.0 0.0
C 0.0 0.0 0.0
C 0.0 0.0 0.0
C 0.0 0.0 0.0
C -0.1 0.0 0.0
N -0.1 -0.1 0.0
C 0.1 0.1 0.1
C 0.0 0.0 0.1
C 0.0 0.0 -0.1
C 0.0 0.1 0.0
C 0.0 -0.1 0.0
C 0.0 0.0 -0.1
F 0.0 -0.1 0.0
H 0.0 0.0 0.0
H 0.0 0.0 0.0
H 0.0 0.0 0.0
H 0.0 0.0 0.0
H 0.0 0.0 -0.1
H 0.0 0.0 0.0
H 0.0 0.0 0.0
H 0.0 0.0 0.0
H 0.0 0.0 0.0
H 0.0 0.0 0.0
H 0.0 0.0 0.0
H 0.0 0.0 0.0
H 0.0 0.0 0.0
H 0.0 0.0 0.0
H 0.0 0.0 0.0
H 0.0 0.0 0.0
H 0.0 0.0 0.0
H 0.0 0.0 0.0
H 0.0 0.0 0.0
H 0.0 0.0 0.0
H 0.0 0.0 0.0
C 0.0 0.0 0.0
C 0.0 0.0 0.0
C -0.1 0.0 -0.1
C 0.0 0.2 0.2
C 0.1 -0.2 0.0
C 0.0 0.0 0.0
H 0.0 0.0 0.0
H 0.0 0.0 0.0
H 0.0 0.0 0.0
H 0.0 0.0 0.0
H 0.0 0.0 0.0
N 0.0 0.0 0.0
C 0.2 -0.1 0.1
S -0.1 0.0 -0.1
C -0.1 0.0 0.0
C 0.0 0.0 0.0
C 0.0 0.0 0.0
N 0.0 0.0 -0.1
C 0.0 0.1 0.0
C 0.0 0.0 -0.1
H 0.0 0.0 0.0
H 0.0 0.0 0.0
H 0.0 0.0 0.0
H 0.0 0.0 0.0
H 0.0 0.0 0.0
H 0.0 0.0 0.0